{
  "formula": "C30H77BaO22P5",
  "method": "ωB97M-V with the def2-TZVPD basis set",
  "spin_multiplicity": 1,
  "mol_weight_g_mol": 1082.12,
  "orbital_gap_ev": 5.70,
  "elements": ["Ba", "O", "H", "O", "H", "C", "C", "O", "P", "O", "O", "C", "C", "O", "C", "C", "H", "H", "H", "H", "H", "H", "H", "H", "H", "H", "H", "H", "H", "H", "H", "C", "C", "O", "P", "O", "O", "C", "C", "O", "C", "C", "H", "H", "H", "H", "H", "H", "H", "H", "H", "H", "H", "H", "H", "H", "H", "C", "C", "O", "P", "O", "O", "C", "C", "O", "C", "C", "H", "H", "H", "H", "H", "H", "H", "H", "H", "H", "H", "H", "H", "H", "H", "C", "C", "O", "P", "O", "O", "C", "C", "O", "C", "C", "H", "H", "H", "H", "H", "H", "H", "H", "H", "H", "H", "H", "H", "H", "H", "C", "C", "O", "P", "O", "O", "C", "C", "O", "C", "C", "H", "H", "H", "H", "H", "H", "H", "H", "H", "H", "H", "H", "H", "H", "H"],
  "xyz": [[-0.1570, 0.1318, -0.2602], [3.0570, 1.8965, -1.1775], [3.7357, 2.4629, -1.5936], [-2.6439, -2.0578, 1.0924], [-2.7142, -2.8036, 1.7196], [-0.9852, 3.9355, -5.3519], [-0.3887, 4.9135, -4.2841], [-1.4550, 5.6831, -3.7819], [-2.3892, 5.2460, -2.5559], [-2.2246, 3.8168, -2.1261], [-2.0182, 6.3473, -1.3733], [-0.5947, 6.4287, -0.9704], [-0.3328, 7.9040, -1.2502], [-3.9092, 5.5893, -3.0949], [-4.4126, 6.8918, -3.3595], [-4.9137, 7.5654, -2.0533], [-1.9372, 3.5402, -4.9977], [-0.9986, 4.4814, -6.2953], [-0.4066, 3.0401, -5.5790], [0.1793, 4.3797, -3.5222], [0.2897, 5.5561, -4.8452], [-0.4538, 6.1656, 0.0779], [0.0469, 5.7865, -1.5737], [0.7082, 8.1887, -1.0971], [-0.4310, 8.0702, -2.3230], [-0.8797, 8.6393, -0.6600], [-3.6061, 7.5331, -3.7150], [-5.2850, 6.8465, -4.0114], [-5.4661, 8.4801, -2.2686], [-5.6314, 6.8597, -1.6350], [-4.1603, 7.8425, -1.3159], [-4.8308, -5.1244, -2.5878], [-3.3353, -4.9477, -2.9470], [-3.2562, -4.4028, -4.2883], [-3.3236, -2.7782, -4.4511], [-2.2723, -1.9815, -3.6948], [-4.8334, -2.4054, -4.0171], [-5.1540, -1.3668, -3.0100], [-6.2506, -0.3802, -3.3656], [-3.3340, -2.7335, -6.0760], [-2.2145, -3.2050, -6.7655], [-2.6921, -3.3840, -8.1853], [-5.2959, -4.1808, -2.3026], [-5.3752, -5.7615, -3.2848], [-4.8888, -5.6644, -1.6428], [-2.8030, -4.2970, -2.2532], [-2.9211, -5.9556, -2.9190], [-5.5379, -1.9319, -2.1607], [-4.2528, -0.8605, -2.6644], [-6.4085, 0.3249, -2.5495], [-5.9823, 0.1949, -4.2518], [-7.1258, -0.9383, -3.6981], [-1.4258, -2.4667, -6.9102], [-1.8222, -4.1380, -6.3610], [-3.2805, -4.2960, -8.2858], [-3.3080, -2.5748, -8.5777], [-1.8595, -3.5629, -8.8657], [6.5129, -4.3942, -0.2946], [5.1116, -3.8332, -0.6664], [4.9481, -3.6249, -2.0669], [3.5471, -3.9359, -2.8182], [2.3167, -3.4433, -2.1344], [3.6275, -5.5051, -2.9652], [2.9752, -6.1537, -3.9399], [3.0538, -7.6459, -3.7919], [3.8013, -3.3472, -4.3337], [3.7121, -1.9262, -4.5552], [3.9684, -1.6803, -6.1179], [7.2800, -3.6890, -0.6145], [6.7211, -4.5450, 0.7647], [6.7974, -5.3050, -0.8216], [4.2073, -4.3088, -0.2866], [5.1170, -2.8323, -0.2348], [1.9304, -5.9229, -3.7319], [3.1744, -5.8771, -4.9753], [2.0978, -8.0588, -4.1140], [3.9514, -7.8884, -4.3607], [3.0743, -7.9811, -2.7549], [2.8354, -1.4176, -4.1543], [4.5101, -1.5192, -3.9342], [3.1402, -2.1660, -6.6338], [4.0585, -0.6200, -6.3542], [4.9306, -2.1261, -6.3699], [-0.0818, 3.2078, 8.6514], [0.1503, 4.1618, 7.4285], [-0.1547, 3.3413, 6.3004], [0.0372, 3.8709, 4.7996], [0.0072, 2.8120, 3.7494], [-1.0438, 5.0900, 4.6602], [-2.4072, 4.7222, 4.5306], [-3.1743, 4.7810, 5.8230], [1.4178, 4.7445, 4.8978], [2.5188, 4.1175, 4.2159], [3.8204, 4.6729, 4.7882], [-1.1073, 2.8917, 8.8430], [0.4644, 2.2681, 8.5699], [0.2192, 3.7803, 9.5288], [-0.4495, 5.0713, 7.4606], [1.1182, 4.6453, 7.5604], [-2.8760, 5.4302, 3.8471], [-2.5192, 3.7543, 4.0420], [-3.0285, 5.7714, 6.2542], [-4.2339, 4.6994, 5.5809], [-2.8916, 4.1064, 6.6311], [2.4329, 3.0716, 4.5106], [2.4533, 4.2106, 3.1318], [3.7848, 4.6821, 5.8776], [4.7195, 4.1053, 4.5484], [4.0904, 5.6408, 4.3660], [4.7102, -0.9385, 6.1132], [4.4166, -1.8165, 4.8472], [3.4063, -2.7718, 5.1375], [1.9445, -2.9585, 4.3409], [1.6540, -1.9510, 3.2526], [2.0953, -4.5290, 3.8216], [1.0078, -4.9969, 3.0725], [1.4495, -6.2722, 2.3941], [0.8365, -3.0003, 5.5261], [-0.4074, -2.4318, 5.3654], [-1.1917, -2.3860, 6.6839], [5.1960, -1.5347, 6.8857], [5.4285, -0.1729, 5.8200], [3.8533, -0.5176, 6.6392], [4.1121, -1.0713, 4.1123], [5.3428, -2.3022, 4.5402], [0.0901, -5.1467, 3.6412], [0.6893, -4.3206, 2.2793], [0.6630, -6.5304, 1.6850], [2.4084, -6.2880, 1.8760], [1.4381, -7.0434, 3.1644], [-0.2235, -1.4650, 4.8967], [-1.0536, -2.9395, 4.6494], [-1.0699, -3.2213, 7.3735], [-1.0242, -1.4776, 7.2625], [-2.2765, -2.3629, 6.5804]],
  "atomic_forces_ev_per_a": [[0.120, -0.605, 0.347], [-0.616, -0.211, 0.062], [-0.689, -0.454, 0.277], [0.814, 0.448, -0.249], [0.290, 0.645, -0.475], [0.671, 0.118, 0.417], [0.211, -1.945, -1.708], [-0.743, 0.823, 1.047], [-0.374, -0.423, 0.852], [-0.292, 1.980, -0.711], [-0.546, -2.126, -1.282], [-0.808, 1.532, -0.455], [1.635, 0.133, -0.296], [2.048, -0.932, 1.030], [0.380, 1.822, 1.815], [-0.488, -0.497, -0.368], [-0.202, 0.387, -0.293], [-0.780, -0.067, 0.015], [0.525, 0.115, 0.392], [-0.235, 0.120, 0.234], [-0.049, 0.374, 0.491], [-0.470, -0.127, -0.063], [-0.155, -0.014, -0.063], [0.321, -0.317, 0.340], [-0.567, 0.122, 0.036], [-0.506, -0.462, -0.100], [-0.124, -0.158, -0.751], [0.499, -0.402, -0.349], [-0.028, 0.015, -0.299], [0.017, 0.108, 0.420], [0.201, -0.421, -0.216], [0.791, -0.002, 1.345], [-1.662, -0.173, 0.026], [0.355, 1.372, 0.114], [0.636, 0.093, 1.045], [-1.847, -1.492, -1.633], [0.764, 0.883, -0.509], [0.097, -0.517, 0.862], [0.574, -0.494, -1.694], [-0.742, 0.810, 2.840], [0.605, 0.103, -2.116], [-0.239, -1.451, -0.882], [-0.247, -0.043, -0.766], [0.023, 0.559, -0.332], [0.277, -0.280, 0.178], [-0.054, -0.072, 0.079], [0.508, 0.269, -0.482], [0.246, -0.164, 0.085], [0.122, -0.172, -0.355], [-0.216, -0.346, 0.066], [0.230, 0.238, 0.022], [-0.339, 0.167, 0.560], [0.148, 0.275, 1.125], [-0.014, 0.121, 0.148], [-0.309, -0.009, 0.138], [0.236, 0.222, 0.321], [0.212, 0.284, 0.023], [-0.042, -0.165, -0.986], [0.531, 0.872, 1.109], [-0.777, -0.354, -1.439], [0.336, 1.737, 0.164], [1.319, -0.381, -0.735], [2.975, 1.896, 1.481], [-4.102, -1.475, -1.059], [0.314, 0.079, 0.073], [-0.895, -1.195, 1.817], [1.534, 0.914, -0.998], [-0.218, -0.466, 2.279], [-0.183, 0.329, -0.110], [-0.666, 0.029, 0.089], [-0.431, -0.247, 0.034], [0.403, -0.563, 0.265], [-0.279, 0.100, 0.145], [-0.560, 0.217, -0.659], [0.500, 0.394, 0.159], [0.416, -0.266, -0.846], [-0.268, -1.189, 0.188], [0.579, 0.291, 0.093], [-0.554, -0.670, -0.326], [0.308, 0.369, -0.364], [0.206, 0.169, -0.307], [-0.379, -0.016, 0.136], [-0.187, -0.238, -0.081], [-0.065, 1.110, -0.211], [-0.942, -0.806, 2.123], [0.650, 0.298, -1.226], [0.419, 1.159, -0.447], [-0.242, 1.252, 1.487], [1.606, -1.162, 0.099], [-0.927, -0.366, -0.367], [-0.029, 0.766, 0.519], [-1.808, -0.354, -0.612], [1.082, -0.720, 0.821], [0.303, 0.181, -0.299], [-0.243, 0.363, -0.465], [0.431, 0.326, -0.126], [0.216, -0.293, 0.220], [-0.890, -0.323, -0.098], [0.758, -0.939, -0.997], [0.237, 0.182, -0.047], [0.240, -0.204, 0.058], [-0.104, 0.224, -0.036], [-0.037, -0.226, 0.200], [0.042, -0.454, -0.423], [0.402, -0.238, -0.530], [-0.156, 0.090, 0.111], [-0.154, 0.323, -0.033], [-0.338, -0.649, -0.260], [-0.472, 0.350, 0.364], [0.474, -1.224, -0.087], [-0.194, 2.050, 1.213], [-2.764, -1.026, -1.015], [1.535, 0.468, -0.623], [0.474, -1.678, 1.877], [0.317, 3.010, 1.696], [-0.498, -0.406, -1.904], [-0.972, -0.821, 0.529], [3.149, -1.540, -0.513], [-2.419, 1.228, -0.313], [-0.278, 0.669, 0.652], [0.170, -0.192, -0.049], [-0.162, 0.195, 0.035], [-0.267, 0.155, -0.659], [-0.250, -0.540, -0.518], [-0.245, -0.230, -0.088], [0.204, -0.242, 0.549], [0.380, 0.624, 0.072], [0.062, -0.162, -0.150], [-0.054, 0.509, 0.180], [0.317, -0.307, -0.158], [-0.551, 0.399, 0.394], [0.357, -0.545, -0.232], [0.648, -0.220, -0.334], [0.531, 0.025, 0.022], [-0.040, -0.023, -0.831]]
}